# 1
Computed, not measured: a molecular structure, C8H6FNO2 at a distorted geometry, with ωB97M-V/def2-TZVPD.

* E_HOMO: -9.58 eV
* multiplicity: 1
* LUMO energy: 0.458 eV
* total charge: 0
* energy above the lowest of the compared OMol25 structures with the same formula, charge and spin: 0.00 kJ/mol
* maximum force: 4.54 eV/A
* E_tot: -16695.690 eV

```
18
C8H6FNO2 (ωB97M-V/def2-TZVPD)
F 2.0392 1.3660 -1.1581
O 1.4989 -2.7413 -0.0091
O 1.7002 1.8806 0.9851
N 2.2163 -0.6089 0.3602
C -2.4129 -0.7248 -0.1594
C -1.2679 -1.5019 -0.0996
C -2.3250 0.6590 -0.2048
C 0.0500 0.5184 -0.0897
C 1.2952 -1.5514 0.0789
C -1.0923 1.2957 -0.1733
C -0.0371 -0.8724 -0.0493
C 1.4449 1.0226 0.0121
H 3.2012 -0.7472 0.2099
H -1.0143 2.3726 -0.1966
H 2.6264 2.1632 0.9902
H -3.3821 -1.2026 -0.1661
H -3.2267 1.2526 -0.2567
H -1.3141 -2.5802 -0.0738
```

***

# 2
Computed, not measured: 2 unconnected molecules or ions with the total composition C8H6IN at a distorted geometry, with ωB97M-V/def2-TZVPD.

* E_HOMO (alpha / beta): -9.33 / -8.68 eV
* multiplicity: 1
* LUMO energy (alpha / beta): -0.426 / -3.074 eV
* total charge: 0
* energy above the lowest of the compared OMol25 structures with the same formula, charge and spin: 0.00 kJ/mol
* maximum force: 3.75 eV/A
* E_tot: -17980.012 eV

```
16
C8H6IN (ωB97M-V/def2-TZVPD)
I 1.2647 -4.6768 2.5070
N -0.4435 -2.8386 -1.3551
C -0.9256 0.2045 0.5554
C 1.4466 0.5094 1.2741
C 1.7786 -0.6635 0.6644
C -1.3193 -1.6914 -1.1523
C -0.5012 -0.8050 -0.2627
C 0.6317 -2.5825 -0.7804
C 0.8056 -1.3177 -0.0602
C 0.1124 0.9315 1.1772
H -0.1924 1.8113 1.6788
H -1.4436 -1.2312 -2.0805
H 2.2266 1.1333 1.6128
H 2.8167 -1.2000 0.7044
H -1.9111 0.7769 0.5519
H -2.2260 -2.0687 -0.7898
```

***

# 3
Computed, not measured: a molecular structure, C8H6N2NdO4 at a distorted geometry, with ωB97M-V/def2-TZVPD.

* E_HOMO (alpha / beta): -20.57 / -20.58 eV
* multiplicity: 4
* LUMO energy (alpha / beta): -14.855 / -14.182 eV
* total charge: +3
* energy above the lowest of the compared OMol25 structures with the same formula, charge and spin: 27.70 kJ/mol
* maximum force: 7.74 eV/A
* E_tot: -34807.023 eV

```
21
C8H6N2NdO4 (ωB97M-V/def2-TZVPD)
Nd 2.0003 0.3168 -0.2882
O 2.6294 -0.2740 -3.9333
O -0.0089 2.2859 -2.5818
O -2.6627 -0.3125 -4.0139
O 0.3118 -1.9131 -2.7919
N -0.8562 -0.3134 2.7306
N 0.0817 -0.5003 0.7604
C 0.7316 -1.2800 -1.8972
C -0.0096 0.2525 1.8648
C 0.5467 1.6827 -1.7609
C 0.8050 1.4775 2.1346
C 2.4472 -0.0727 -2.7971
C -1.4692 -1.4043 2.0872
C -0.8853 -1.5210 0.8696
C -2.0111 0.2690 -3.2725
H 1.8007 1.3037 2.6029
H -1.1761 0.0689 3.6247
H 0.1810 2.0555 2.8159
H 0.8884 2.1342 1.2456
H -1.1243 -2.2291 0.0873
H -2.2205 -2.0262 2.5133
```

***

# 4
Computed, not measured: 2 unconnected molecules or ions with the total composition C8H6N2O at a distorted geometry, with ωB97M-V/def2-TZVPD.

* E_HOMO (alpha / beta): -7.03 / -7.03 eV
* multiplicity: 1
* LUMO energy (alpha / beta): -1.365 / -1.373 eV
* total charge: 0
* energy above the lowest of the compared OMol25 structures with the same formula, charge and spin: 771.90 kJ/mol
* maximum force: 3.90 eV/A
* E_tot: -13413.306 eV

```
17
C8H6N2O (ωB97M-V/def2-TZVPD)
O 0.1683 -0.8548 4.2995
N 0.7003 0.2288 0.0323
N -2.2056 -0.4504 -1.6956
C 1.8758 0.7483 0.1520
C -1.1238 -1.0333 0.6114
C -1.3598 -0.4193 -0.6720
C 0.1527 -0.7354 0.9407
C 1.0017 -0.7274 3.4861
C -0.2200 0.3862 -0.9650
C -0.4100 0.8745 -2.2691
C -1.6491 0.3546 -2.6360
H 0.2229 1.5174 -2.8488
H -2.1852 0.5467 -3.5468
H 2.5043 0.4536 0.9725
H 2.2256 1.4620 -0.5745
H 2.0851 -0.6582 3.5741
H -1.7831 -1.6933 1.1393
```

***

# 5
Computed, not measured: a single C8H6N2O2 molecule at a distorted geometry, with ωB97M-V/def2-TZVPD.

* E_HOMO (alpha / beta): -8.11 / -8.10 eV
* multiplicity: 1
* LUMO energy (alpha / beta): -1.349 / -1.349 eV
* total charge: 0
* energy above the lowest of the compared OMol25 structures with the same formula, charge and spin: 844.17 kJ/mol
* maximum force: 5.99 eV/A
* E_tot: -15460.442 eV

```
18
C8H6N2O2 (ωB97M-V/def2-TZVPD)
O 1.8887 0.1777 -0.0904
O -1.0640 -0.2027 -3.1745
N -2.5289 0.3907 -1.3981
N -2.4132 0.8874 -0.2625
C -1.7545 1.2877 0.6348
C 2.3669 -1.9732 -0.0330
C 2.7998 -0.7208 0.2934
C -1.2865 0.0830 -1.9809
C -0.1714 0.2681 -1.1912
C 0.8556 -0.5114 -0.6796
C 1.1436 -1.8509 -0.6712
C -1.6935 1.8386 1.9147
H -1.0073 1.3291 2.8091
H -1.5560 3.0081 1.9287
H 3.8183 -0.2200 0.6524
H 0.4632 -2.6832 -1.1018
H 2.9381 -2.9456 0.0132
H -2.7989 1.8374 2.3369
```

***

# 6
Computed, not measured: a single C8H6N2O2S molecule at a distorted geometry, with ωB97M-V/def2-TZVPD.

* E_HOMO (alpha / beta): -7.98 / -7.98 eV
* multiplicity: 1
* LUMO energy (alpha / beta): -2.238 / -2.237 eV
* total charge: 0
* energy above the lowest of the compared OMol25 structures with the same formula, charge and spin: 666.59 kJ/mol
* maximum force: 3.18 eV/A
* E_tot: -26296.199 eV

```
19
C8H6N2O2S (ωB97M-V/def2-TZVPD)
S -1.6087 -0.5528 -1.7828
O -3.0479 -0.3414 1.6419
O -4.8608 -1.1109 0.7900
N -1.5218 1.5947 -0.0748
N -3.8933 -0.3793 0.7718
C 1.0188 -0.8312 -1.1773
C 1.9774 -0.6391 -0.2216
C -3.7243 0.3854 -0.3182
C 0.7327 1.0280 0.8939
C 1.8399 0.2433 0.8453
C -0.1576 1.1775 -0.2460
C -2.4115 0.8232 -0.4413
C -0.1889 -0.1627 -1.0877
H -4.1504 0.1894 -1.2434
H 0.9240 -1.8246 -1.5668
H 0.4341 1.9173 -0.8131
H 2.4349 0.1703 1.7311
H 0.6109 1.6543 1.7184
H 2.6698 -1.4288 -0.1245
```

***

# 7
Computed, not measured: 2 unconnected molecules or ions with the total composition C8H6N2S2 at a distorted geometry, with ωB97M-V/def2-TZVPD.

* E_HOMO: -8.43 eV
* multiplicity: 1
* LUMO energy: -0.620 eV
* total charge: 0
* energy above the lowest of the compared OMol25 structures with the same formula, charge and spin: 322.41 kJ/mol
* maximum force: 6.21 eV/A
* E_tot: -33040.667 eV

```
18
C8H6N2S2 (ωB97M-V/def2-TZVPD)
S 4.1909 1.3062 0.5735
S 2.3773 0.5932 -1.6920
N 3.0700 -3.2468 0.6615
N 0.1796 -1.6666 -0.3132
C 2.5875 -2.2084 0.8520
C -1.7829 -0.3367 -0.5977
C -1.3778 0.6754 0.2227
C -0.0437 0.4571 0.7621
C -0.9676 -1.4857 -0.8680
C 3.0480 0.4779 -0.1191
C 1.9975 -0.9369 1.0639
C 0.6402 -0.7319 0.5313
H 3.1329 1.6949 -1.8983
H 2.3522 -0.2563 1.9364
H -2.7392 -0.5366 -1.0353
H 0.3396 1.2552 1.4251
H -1.9043 1.4937 0.4410
H -1.3375 -2.2623 -1.5476
```

***

# 8
Computed, not measured: a gas-phase ion, C8H6NO2 (charge -1) at a distorted geometry, with ωB97M-V/def2-TZVPD.

* E_HOMO: -4.01 eV
* multiplicity: 1
* LUMO energy: 3.493 eV
* total charge: -1
* energy above the lowest of the compared OMol25 structures with the same formula, charge and spin: 53.30 kJ/mol
* maximum force: 4.52 eV/A
* SMILES string: [H]/N=C1\C=CC=C\C1=C/C(=O)[O-]
* E_tot: -13976.939 eV

```
17
C8H6NO2 (ωB97M-V/def2-TZVPD)
O -2.5876 0.2403 1.2960
O -3.5930 0.3624 -0.6973
N 1.6158 -2.2092 -0.2439
C -1.6146 -1.0610 -0.0579
C -2.7814 -0.0242 0.1091
C -0.3586 0.6603 -0.9778
C 1.5622 1.2782 0.4421
C 0.4906 1.6354 -0.5413
C 1.7604 -0.0808 0.6947
C 1.0150 -1.1610 -0.0093
C -0.3930 -0.6118 -0.3674
H 2.2384 2.0288 0.9448
H -1.2850 0.9580 -1.5254
H -1.6708 -1.9204 0.6201
H 0.3026 2.6564 -1.0505
H 2.7032 -0.4447 1.3309
H 2.5960 -2.3066 0.0331
```

***

# 9
Computed, not measured: 2 unconnected molecules or ions with the total composition C8H6NO2S2 at a distorted geometry, with ωB97M-V/def2-TZVPD.

* E_HOMO: -4.43 eV
* multiplicity: 1
* LUMO energy: 3.388 eV
* total charge: -1
* energy above the lowest of the compared OMol25 structures with the same formula, charge and spin: 562.20 kJ/mol
* maximum force: 4.50 eV/A
* E_tot: -35643.600 eV

```
19
C8H6NO2S2 (ωB97M-V/def2-TZVPD)
S 0.1585 -0.2790 -3.0487
S -1.0255 -1.2763 -4.1500
O 0.0993 1.1901 -3.2206
O 1.4781 -0.7498 -2.9102
N -0.4433 -0.5799 -1.4529
C 0.2434 1.0124 1.2978
C 1.6059 1.5125 -0.6258
C -1.6145 -0.4500 -1.2023
C 1.8955 -0.4963 0.6233
C 2.6722 -1.3962 0.6339
C 1.1611 0.6924 0.4243
C -2.8814 -0.3866 -0.9044
C 1.9923 2.3885 -1.3968
H 0.0123 0.4710 2.1515
H -0.1143 1.9367 1.2256
H 3.3014 -2.3191 0.9216
H -3.3570 -1.3300 -1.0105
H 2.3566 3.0012 -2.1488
H -3.3049 0.5813 -0.7155
```

***

# 10
Computed, not measured: a gas-phase ion, C8H6NO3S2 (charge -1) at a distorted geometry, with ωB97M-V/def2-TZVPD.

* E_HOMO: -4.12 eV
* multiplicity: 1
* LUMO energy: 3.066 eV
* total charge: -1
* energy above the lowest of the compared OMol25 structures with the same formula, charge and spin: 23.14 kJ/mol
* maximum force: 4.56 eV/A
* SMILES string: O=S(=O)([O-])N1C=Cc2ccccc2S1
* E_tot: -37696.176 eV

```
20
C8H6NO3S2 (ωB97M-V/def2-TZVPD)
S -0.3172 1.8034 0.5253
S -0.4371 1.5799 3.4027
O -1.4590 1.1996 4.3803
O -0.7446 2.8617 2.8260
O 0.9257 1.3232 3.8875
N -0.7479 0.5245 2.0374
C 0.6992 0.2718 -3.1392
C 0.5669 -1.0766 -2.9540
C -0.2854 -1.4195 0.6826
C 0.2055 -1.6543 -1.7420
C 0.0572 0.5577 -0.7969
C -0.5327 -0.7632 1.8466
C 0.4745 1.1398 -2.0314
C -0.0044 -0.8036 -0.5917
H -0.1508 -2.4847 0.5591
H -0.6405 -1.4556 2.8380
H 0.4158 2.2495 -2.1299
H 0.8947 0.6915 -4.1063
H 0.7272 -1.7255 -3.8524
H 0.3530 -2.8196 -1.6417
```

***

# 11
Computed, not measured: a single C8H6O3S molecule at a distorted geometry, with ωB97M-V/def2-TZVPD.

* E_HOMO (alpha / beta): -5.46 / -9.26 eV
* multiplicity: 3
* LUMO energy (alpha / beta): 0.434 / -3.356 eV
* total charge: 0
* energy above the lowest of the compared OMol25 structures with the same formula, charge and spin: 0.00 kJ/mol
* maximum force: 4.73 eV/A
* E_tot: -25366.638 eV

```
18
C8H6O3S (ωB97M-V/def2-TZVPD)
S -1.4203 0.9855 1.7036
O 1.5718 -1.0394 2.3109
O -0.7369 -0.6369 3.6795
O -1.6884 -1.6131 1.8110
C -0.9431 1.1855 -1.0012
C -0.5081 0.6784 0.2041
C -0.2143 0.8318 -2.1134
C -0.8222 -0.7030 2.3378
C 0.5218 -0.2369 0.3728
C 0.8436 -0.0809 -1.9825
C 0.5842 -0.8292 1.6620
C 1.1922 -0.6753 -0.7840
H -1.7806 1.8773 -1.1747
H 1.5760 -0.3642 -2.7543
H 0.1266 -0.4626 3.9399
H 2.0369 -1.4521 -0.5778
H -2.4923 -1.5047 2.4486
H -0.5232 1.3936 -3.0034
```

***

# 12
Computed, not measured: 2 unconnected molecules or ions with the total composition C8H6O4Si at a distorted geometry, with ωB97M-V/def2-TZVPD.

* E_HOMO: 0.07 eV
* multiplicity: 1
* LUMO energy: 5.606 eV
* total charge: -2
* energy above the lowest of the compared OMol25 structures with the same formula, charge and spin: 62.75 kJ/mol
* maximum force: 4.90 eV/A
* E_tot: -24458.706 eV

```
19
C8H6O4Si (ωB97M-V/def2-TZVPD)
Si 0.8546 1.4806 0.7157
O 3.5065 2.1626 0.9392
O -1.1988 2.9389 2.0010
O -0.1566 1.5387 3.3065
O 3.3443 -0.0059 0.3978
C -0.1313 -0.1129 -1.5377
C -0.3624 2.1377 2.2286
C -0.8274 -0.9541 0.7010
C -0.0590 0.0441 -0.1057
C -1.4893 -2.0606 0.0649
C 2.9551 1.1153 0.6985
C -0.7758 -1.2356 -2.1091
C -1.4077 -2.1469 -1.3252
H 0.3388 0.5471 -2.2082
H -1.8194 -3.0590 -1.8481
H -1.9031 -2.9401 0.6614
H -0.8719 -0.6578 1.7416
H -1.0330 -1.1059 -3.1056
H 1.0365 2.3140 -1.2167
```

***

# 13
Computed, not measured: a molecular structure, C8H7BeF5N3O2STe at a distorted geometry, with ωB97M-V/def2-TZVPD.

* E_HOMO: -5.02 eV
* multiplicity: 1
* LUMO energy: 2.578 eV
* total charge: -1
* energy above the lowest of the compared OMol25 structures with the same formula, charge and spin: 12.85 kJ/mol
* maximum force: 1.24 eV/A
* E_tot: -49099.458 eV

```
28
C8H7BeF5N3O2STe (ωB97M-V/def2-TZVPD)
Te -2.3076 -2.3723 -1.6308
S -0.7849 0.3769 -2.5989
F -3.2760 -0.7835 -1.8120
F -3.4033 -2.8896 -3.0556
F -0.9649 -2.5817 -2.9222
F -3.7343 -2.8219 -0.4995
F -1.9382 -4.1887 -1.3331
O -1.0459 0.7192 0.7844
O -1.1996 -1.7149 -0.3724
N 1.6858 -0.3490 -1.7526
N 1.3045 -0.5329 -3.9957
N 1.0721 0.0105 -0.5669
C 0.1170 2.2500 3.8404
C -0.7248 1.7875 2.8523
C 1.5043 2.1193 3.7263
C 0.8429 -0.2198 -2.7386
C 2.0186 1.5221 2.5949
C 1.7853 0.5093 0.3657
C 1.1893 1.0367 1.5806
C -0.2200 1.1575 1.6980
Be -0.6332 -0.1754 -0.4099
H 3.0928 1.4239 2.4720
H -0.3054 2.7241 4.7190
H 2.1601 2.4864 4.5047
H 2.1247 -1.1210 -3.9784
H -1.7998 1.8853 2.9334
H 2.8602 0.5956 0.2120
H 0.5806 -0.8537 -4.6172
```